C28H43IO11 | ωB97M-V/def2-TZVPD

```
83
C28H43IO11 | the OMol25 dataset | ωB97M-V/def2-TZVPD
C -0.5921 1.7523 6.1802
C -0.6353 1.3970 5.0391
C -0.6881 0.8524 3.6875
C 0.3219 -0.3115 3.4879
C -0.2885 -1.5313 2.7765
C 0.1450 -1.7087 1.3104
C 1.4743 -2.4625 1.2292
C 2.7623 -1.7018 1.5848
C 3.2100 -0.7618 0.4474
I 3.1701 1.3226 0.9119
O 0.0827 -0.3766 0.7374
C -1.2448 -0.1759 0.4702
O -1.7299 0.9060 0.3081
O -1.9156 -1.3438 0.4151
C -0.8908 -2.3766 0.3951
C -0.3887 -2.3694 -1.0953
C -1.4572 -2.0329 -2.1339
C -2.6679 -2.9767 -2.1567
C -3.5540 -2.5628 -3.2465
C -4.2771 -2.1912 -4.1274
C -1.3248 -3.8130 0.7050
C -2.6251 -4.0283 1.5013
O -2.8618 -3.0193 2.4735
C -3.2071 -3.5019 3.7102
C -4.6608 -3.4555 4.0681
O -2.3573 -3.8946 4.4676
H -0.6078 2.0798 7.1911
H -1.7076 0.5393 3.4630
H -0.4591 1.6706 3.0027
H 1.1720 0.1143 2.9644
H 0.6692 -0.5833 4.4813
H -0.0183 -2.4213 3.3416
H -1.3646 -1.4451 2.8516
H 1.3832 -3.2808 1.9410
H 1.6323 -2.9231 0.2546
H 2.7264 -1.2074 2.5480
H 3.5404 -2.4627 1.6677
H 4.2361 -0.9671 0.1643
H 2.6056 -0.9559 -0.4333
H 0.4158 -1.6457 -1.2272
H 0.0509 -3.3310 -1.3608
H -1.7996 -1.0034 -2.0735
H -0.9755 -2.1184 -3.1094
H -2.3190 -3.9797 -2.4108
H -3.2425 -2.9560 -1.2341
H -4.7348 -1.6143 -4.8975
H -1.4689 -4.3445 -0.2307
H -0.5328 -4.3475 1.2226
H -2.5208 -4.9822 2.0233
H -3.4731 -4.1529 0.8267
H -4.9075 -2.4299 4.3359
H -5.2641 -3.7360 3.2070
H -4.8342 -4.1321 4.8943
C 3.6198 0.0931 -6.3808
C 3.8442 -0.1369 -4.9016
O 3.1337 0.8171 -4.1003
C 1.8299 0.5889 -3.9597
O 1.2190 -0.3455 -4.4154
O 1.3155 1.5653 -3.2180
C -0.0997 1.4889 -3.0374
H 3.8673 1.1215 -6.6464
H 4.2424 -0.5822 -6.9676
H 2.5783 -0.0776 -6.6500
H 4.8944 0.0054 -4.6540
H 3.5674 -1.1493 -4.6073
H -0.3926 0.5119 -2.6625
H -0.6119 1.6996 -3.9752
H -0.3583 2.2478 -2.3047
C 1.9017 7.7789 -1.0564
C 1.8587 7.5357 0.4372
O 0.7149 6.7594 0.8175
C 0.8114 5.4499 0.5822
O 1.7676 4.8848 0.1158
O -0.3234 4.8738 0.9653
C -0.3860 3.4646 0.7003
H 0.9670 8.2279 -1.3949
H 2.7253 8.4474 -1.3078
H 2.0377 6.8453 -1.6007
H 1.7558 8.4798 0.9692
H 2.7697 7.0528 0.7902
H 0.4835 2.9539 1.1079
H -0.4522 3.2891 -0.3711
H -1.2824 3.0904 1.1754
```

Summary:
- Orbital gap: 9.45 eV
- Spin multiplicity: 1
- LUMO energy: 0.33 eV
- Energy: -60353.3720 eV

C7H14O | ωB97M-V/def2-TZVPD

```
22
C7H14O | the OMol25 dataset | ωB97M-V/def2-TZVPD
C -1.3951 -1.1138 -1.8495
C -0.2358 -0.1299 -1.8704
C 0.6211 -0.1190 -0.5860
C 1.7696 -1.1064 -0.5302
C 0.2973 0.7019 0.4502
C -0.8715 1.6474 0.5767
O 1.0732 0.6845 1.5612
C 0.4264 0.4659 2.8044
H -1.8649 -1.2158 -2.8301
H -1.0720 -2.1089 -1.5686
H -2.1637 -0.8211 -1.1218
H -0.5698 0.8654 -2.1004
H 0.4360 -0.4384 -2.6664
H 1.4431 -2.1298 -0.6224
H 2.5525 -0.8769 -1.3250
H 2.2852 -0.9805 0.3972
H -1.4283 1.3122 1.4864
H -1.5132 1.5489 -0.3077
H -0.5575 2.6855 0.7432
H -0.4159 -0.2936 2.6604
H -0.0173 1.3770 3.2478
H 1.2004 0.0455 3.4509
```

Summary:
- Orbital gap: 9.18 eV
- Energy relative to the best compared isomer or geometry (same formula, charge and spin): 1.299 eV
- Spin multiplicity: 1
- LUMO energy: 1.00 eV
- Energy: -9532.4671 eV